# 1
Density functional theory data (wB97M-V/def2-TZVPD) for C14H26CaNOP as an isolated structure.

The geometry in XYZ format:
```
44
Properties=species:S:1:pos:R:3:forces:R:3:nbo_charge:R:1
C -2.7924 0.2411 -3.0316 -0.12 -0.01 0.04 -0.246
C -2.5975 -1.0054 -2.4367 0.38 -0.35 0.56 -0.248
C -1.8978 -1.1072 -1.2129 -0.82 0.01 -1.25 0.032
C -1.4281 0.0613 -0.6294 1.28 0.13 1.91 -0.642
C -1.5853 1.3029 -1.2101 -0.60 -0.03 -1.29 -0.084
C -2.3098 1.3994 -2.4214 0.63 0.35 0.33 -0.218
C -1.7240 -2.4764 -0.5560 -0.14 -0.18 -0.05 -0.484
C -0.2880 -3.0497 -0.3922 0.31 0.27 -0.17 -0.232
N 0.7715 -2.0285 -0.0993 0.17 -0.64 -0.17 -0.547
Ca -0.3535 -0.5153 1.4746 -0.41 -0.79 0.39 0.767
C -0.9608 2.5382 -0.5556 -0.64 0.59 -0.35 -0.749
P 0.6968 2.2384 0.1200 -0.88 0.35 -1.72 1.160
H -2.9760 -1.9224 -2.8981 0.02 0.35 -0.07 0.199
H -2.4475 2.3771 -2.8904 -0.08 -0.27 -0.02 0.197
H -3.3285 0.3006 -3.9792 0.11 0.06 0.24 0.210
H -1.5801 2.9313 0.2727 0.12 -0.16 -0.21 0.255
H -0.8546 3.3501 -1.2943 -0.20 -0.03 0.24 0.237
H -2.2243 -2.4984 0.4378 0.25 0.26 -0.33 0.216
H -2.2710 -3.2186 -1.1567 0.07 0.15 0.17 0.223
H -0.2824 -3.7812 0.4331 -0.08 0.26 -0.28 0.212
C 1.3413 3.6970 0.9368 0.07 0.35 0.02 -0.989
C 1.7389 1.8586 -1.2825 0.42 0.11 -0.44 -0.980
H 0.0025 -3.5906 -1.3126 -0.08 0.11 0.28 0.186
C 1.3525 -1.5375 -1.3671 -0.16 -0.12 0.25 -0.428
C 1.8550 -2.6199 0.7188 0.07 -0.18 -0.22 -0.446
H 0.8435 1.2323 1.1410 0.90 -0.19 0.73 -0.188
H 1.7897 -2.3809 -1.9295 -0.02 0.19 0.08 0.179
H 0.5755 -1.0651 -1.9758 0.13 -0.12 0.14 0.227
H 2.1413 -0.8084 -1.1488 -0.15 -0.21 -0.01 0.200
H 2.3922 -3.4040 0.1559 -0.11 0.05 0.11 0.182
H 2.5844 -1.8428 0.9975 -0.32 -0.19 -0.04 0.218
H 1.4417 -3.0718 1.6351 0.13 0.25 -0.26 0.213
H 1.9531 2.7830 -1.8386 0.06 -0.26 0.18 0.248
H 2.6831 1.4205 -0.9329 -0.09 0.11 -0.02 0.252
H 1.2496 1.1525 -1.9655 -0.06 0.24 0.33 0.275
H 1.4293 4.5403 0.2386 -0.09 -0.27 0.15 0.253
H 0.6892 3.9846 1.7733 0.12 -0.14 -0.14 0.265
H 2.3388 3.4647 1.3350 -0.22 -0.06 -0.02 0.259
H 1.2597 0.8418 3.3177 0.36 0.14 -0.13 0.457
C 0.1479 0.0374 4.7855 -0.07 -0.03 0.11 -0.287
O 0.4906 0.2545 3.4040 -0.33 -0.09 0.74 -0.918
H 0.9090 -0.5884 5.2566 -0.07 0.16 0.09 0.184
H -0.8019 -0.4925 4.7853 0.03 0.02 0.12 0.200
H 0.0262 0.9973 5.2977 0.09 -0.19 -0.01 0.183
```
Forces are in eV/Å.

Calculated values
E_HOMO (alpha / beta) (eV): -3.650 / -3.173
Relative energy (zero: lowest compared OMol25 entry of this formula, charge and spin) (kJ/mol): 0.00
DFT total energy (hartree): -1697.8009
Spin multiplicity: 1

# 2
Density functional theory data (wB97M-V/def2-TZVPD) for C52H50Ge2N3ORuS6 as an isolated structure.

The geometry in XYZ format:
```
115
Properties=species:S:1:pos:R:3:forces:R:3:lowdin_charge:R:1
Ru 0.1522 -3.6165 1.0695 0.10 1.82 1.06 0.520
C 2.2174 -4.0138 -5.3901 -0.01 0.05 0.00 -0.036
C 2.7244 -2.9283 -4.4826 0.00 0.06 0.00 -0.250
C 3.6800 -3.1903 -3.5089 0.00 0.01 0.02 -0.007
C 4.1311 -2.2006 -2.6463 -0.09 0.13 -0.03 -0.247
C 5.1928 -2.5073 -1.6252 -0.06 0.01 -0.02 -0.043
C 3.5959 -0.9075 -2.7589 0.04 -0.15 -0.12 -0.172
C 2.6841 -0.6046 -3.7792 0.07 -0.02 0.08 -0.252
C 2.2198 0.8070 -4.0295 0.02 -0.08 -0.01 -0.047
C 2.2522 -1.6279 -4.6138 -0.01 -0.04 0.02 -0.012
C 4.0430 0.1378 -1.7959 0.03 0.05 0.00 -0.227
C 5.2161 0.8474 -2.0250 -0.04 0.02 0.01 -0.008
C 5.6464 1.8039 -1.1180 0.02 0.03 -0.04 -0.036
C 4.9151 2.0508 0.0306 -0.02 -0.05 0.05 -0.014
C 3.7383 1.3504 0.2930 0.15 0.06 -0.08 -0.227
C 3.3082 0.4022 -0.6345 -0.64 -0.28 0.20 -0.206
Ge 1.6362 -0.6328 -0.3545 0.07 0.03 -0.44 0.185
S 2.0758 -2.8064 -0.0794 -0.53 0.06 0.26 0.234
S 0.0008 -0.5083 -1.9040 0.08 0.04 0.84 0.392
Ge -1.4182 -0.5424 -0.1294 0.28 -0.33 -0.46 0.109
S -1.9946 -2.5727 0.4565 0.33 0.19 0.11 0.201
S 0.2316 0.2261 1.3059 -0.36 -0.03 -0.25 0.345
C -2.9838 0.6610 -0.3882 0.55 -0.28 0.36 -0.205
C -3.6460 0.5559 -1.6161 -0.05 0.16 0.07 -0.218
C -4.6683 1.4521 -1.9180 0.02 -0.03 0.02 0.004
C -5.0266 2.4413 -1.0213 -0.10 0.00 -0.13 -0.030
C -4.3949 2.5251 0.2047 0.06 0.12 0.31 -0.012
C -3.3812 1.6282 0.5470 -0.03 -0.13 -0.35 -0.218
C -2.8473 1.7634 1.9204 -0.23 0.00 -0.19 -0.047
C -2.0056 2.8746 2.2363 0.31 0.40 0.17 -0.172
C -1.4243 3.7432 1.1613 -0.10 -0.11 0.05 -0.001
C -1.7741 3.1741 3.5513 0.03 0.09 -0.31 0.042
C -2.3626 2.4238 4.5920 0.03 -0.03 0.05 -0.159
C -2.2400 2.8577 5.9999 -0.06 0.04 -0.04 -0.004
C -3.1050 1.2634 4.2645 -0.10 -0.19 -0.27 0.048
C -3.3621 0.9192 2.9636 -0.08 -0.23 0.53 -0.151
C -4.2871 -0.2223 2.6681 0.10 0.03 -0.12 0.001
C -3.2886 -0.5105 -2.5909 -0.07 -0.18 -0.16 -0.185
C -3.8197 -1.7973 -2.4482 0.06 0.14 0.01 -0.228
C -4.8420 -2.1421 -1.3970 0.03 -0.07 -0.06 -0.051
C -3.4412 -2.7800 -3.3595 0.07 -0.01 -0.05 0.002
C -2.5806 -2.5104 -4.4112 -0.06 0.01 0.08 -0.247
C -2.1838 -3.5780 -5.3903 0.02 0.06 -0.02 -0.032
C -2.1163 -1.2057 -4.5704 -0.04 0.00 -0.01 -0.021
C -2.4666 -0.1990 -3.6893 -0.10 0.05 -0.02 -0.282
C -2.0077 1.2169 -3.9184 -0.07 -0.04 0.03 -0.052
C 3.0078 1.6498 1.5545 0.01 0.15 0.22 -0.199
C 2.2506 2.8219 1.6600 0.10 -0.16 -0.10 -0.236
C 2.0742 3.7511 0.4861 0.05 0.04 0.08 -0.012
C 1.6672 3.1396 2.8828 0.01 -0.06 0.07 -0.032
C 1.8214 2.3274 3.9977 -0.02 0.02 -0.04 -0.254
C 1.2774 2.7160 5.3416 -0.05 0.02 0.05 -0.057
C 2.5529 1.1488 3.8624 -0.05 0.05 0.04 -0.025
C 3.1624 0.8029 2.6669 0.07 0.13 -0.08 -0.243
C 4.0187 -0.4333 2.5895 -0.06 0.02 -0.02 -0.030
H 2.6563 -4.9778 -5.1390 -0.01 -0.01 -0.02 0.078
H 2.4531 -3.7869 -6.4311 0.00 -0.04 -0.01 0.089
H 1.1320 -4.0982 -5.3116 0.03 -0.05 -0.01 0.061
H 4.0821 -4.1929 -3.4115 -0.02 0.00 0.00 0.120
H 5.3456 -3.5820 -1.5406 0.01 0.01 0.02 0.083
H 4.9249 -2.1153 -0.6424 0.04 -0.03 0.02 0.059
H 6.1409 -2.0466 -1.9106 0.02 -0.01 0.03 0.091
H 2.3317 1.4346 -3.1470 -0.05 0.05 -0.02 0.071
H 1.1749 0.8227 -4.3393 0.00 0.02 -0.01 0.054
H 2.8143 1.2493 -4.8324 0.00 0.04 0.02 0.096
H 1.5277 -1.4020 -5.3904 0.00 0.01 0.00 0.123
H 5.7859 0.6463 -2.9238 0.00 0.00 0.00 0.130
H 6.5538 2.3622 -1.3088 0.01 -0.02 0.01 0.113
H 5.2540 2.7872 0.7493 0.00 0.01 -0.01 0.130
H -5.1827 1.3573 -2.8662 0.01 0.02 -0.01 0.136
H -5.8080 3.1454 -1.2752 -0.02 -0.01 0.05 0.118
H -4.7051 3.2752 0.9235 0.01 0.04 -0.03 0.131
H -1.4098 3.2378 0.1986 0.03 0.01 -0.04 0.094
H -0.4069 4.0280 1.4266 -0.27 -0.04 0.10 0.045
H -2.0124 4.6585 1.0598 -0.03 -0.02 -0.05 0.113
H -1.1668 4.0370 3.7968 -0.03 -0.05 0.06 0.129
H -1.8786 3.8807 6.0773 0.03 -0.04 0.04 0.096
H -1.5382 2.1949 6.5148 0.07 -0.06 0.04 0.101
H -3.1987 2.7619 6.5142 0.03 -0.03 0.00 0.107
H -3.5431 0.6758 5.0626 0.05 0.02 0.03 0.141
H -4.3696 -0.8792 3.5315 -0.02 0.02 0.01 0.096
H -3.9522 -0.8130 1.8179 0.04 -0.05 -0.06 0.043
H -5.2813 0.1635 2.4255 0.01 -0.01 -0.02 0.111
H -5.0213 -1.3220 -0.7042 -0.01 -0.03 0.04 0.068
H -4.5302 -3.0185 -0.8288 -0.01 0.03 0.02 0.051
H -5.7893 -2.3881 -1.8813 -0.03 0.04 0.02 0.094
H -3.8470 -3.7796 -3.2440 0.01 0.00 -0.01 0.126
H -2.5544 -4.5554 -5.0867 0.01 -0.01 -0.01 0.080
H -1.0979 -3.6304 -5.4830 -0.02 -0.02 0.00 0.061
H -2.5821 -3.3509 -6.3808 0.00 -0.04 -0.01 0.090
H -1.4681 -0.9748 -5.4096 0.00 0.03 0.01 0.123
H -1.3042 1.2663 -4.7479 0.02 0.01 0.01 0.077
H -1.5286 1.6279 -3.0280 0.02 0.04 -0.05 0.059
H -2.8604 1.8566 -4.1566 0.04 0.04 -0.04 0.086
H 2.3639 3.2807 -0.4504 -0.02 0.03 -0.04 0.080
H 2.6826 4.6490 0.6143 0.02 0.00 -0.05 0.099
H 1.0362 4.0752 0.4015 0.25 0.01 -0.14 0.050
H 1.1014 4.0633 2.9739 0.11 0.03 0.03 0.111
H 0.6663 3.6175 5.2855 0.06 0.08 -0.01 0.064
H 2.1000 2.9081 6.0327 -0.02 0.07 0.02 0.095
H 0.6920 1.9000 5.7664 0.12 0.24 -0.06 0.014
H 2.6641 0.5010 4.7256 0.05 0.04 -0.03 0.115
H 4.1445 -0.8726 3.5778 0.01 -0.01 0.00 0.087
H 5.0037 -0.2041 2.1798 0.00 -0.01 0.00 0.094
H 3.5704 -1.1936 1.9456 0.05 -0.06 -0.03 0.027
S -0.5461 -4.5277 3.1811 0.13 0.36 -0.44 0.640
C -0.2723 -2.9411 3.8056 -0.05 -0.02 0.22 -1.047
S 0.7346 -2.0240 2.7165 0.22 0.11 0.42 0.547
C -0.7166 -2.4209 4.9899 0.00 -0.10 -0.28 -0.344
C -0.2120 -1.1603 5.4033 0.06 0.18 0.10 -0.190
N 0.2572 -0.1580 5.7196 -0.31 -0.24 0.07 0.215
C -1.6716 -3.0785 5.8121 -0.16 -0.12 0.15 -0.213
N -2.4844 -3.5663 6.4642 0.06 -0.01 -0.05 0.185
O -0.0787 -5.8732 -0.6056 -0.02 -0.26 -0.20 0.153
N -0.0012 -4.9748 0.0716 -0.19 -1.75 -1.18 -0.353
```
Forces are in eV/Å.

Calculated values
E_HOMO (alpha / beta) (eV): -10.217 / -10.603
Charge: +1
<S²>: 6.064
DFT total energy (hartree): -8888.7399
Spin multiplicity: 5